Record 1
Formula: C6H6
Source: the OMol25 dataset
Level of theory: wB97M-V/def2-TZVPD

Output
energy relative to the best compared isomer or geometry (same formula, charge and spin)	391.2	kJ/mol
HOMO	-8.90	eV

Structure (XYZ):
```
12
Properties=species:S:1:pos:R:3:forces:R:3
C 3.35060 -0.51567 0.09178 2.16 -1.50 1.27
C 2.24185 -0.10383 0.16870 0.85 -0.30 -0.27
C -0.01156 0.60544 0.01829 0.10 -0.03 -0.05
C -1.23856 0.54607 0.42570 -0.28 0.05 0.06
C 1.23187 0.59553 -0.40025 -3.32 2.04 -0.85
C -2.24539 -0.45817 -0.05782 0.14 -0.14 0.04
H 4.25154 -1.00006 0.34309 0.54 -0.12 -0.18
H -1.59062 1.25030 1.17158 0.13 0.10 0.07
H 1.50170 1.22058 -1.25041 -0.08 -0.07 0.04
H -2.39832 -1.22564 0.70580 -0.09 0.05 -0.05
H -1.89616 -0.94546 -0.96448 -0.05 -0.05 -0.04
H -3.19695 0.03091 -0.25197 -0.10 -0.04 -0.05
```
Forces are in eV/Å.

Record 2
Formula: C6H6Br18
Source: the OMol25 dataset
Level of theory: wB97M-V/def2-TZVPD

Output
energy relative to the best compared isomer or geometry (same formula, charge and spin)	100.5	kJ/mol
HOMO	-10.29	eV

Structure (XYZ):
```
30
Properties=species:S:1:pos:R:3:forces:R:3
C -10.06909 -2.06038 -9.98978 -0.23 -0.08 -0.47
Br -8.20818 -1.60817 -9.57996 -0.91 -0.29 0.03
Br -11.25896 -2.24851 -8.42961 0.84 -0.04 -0.79
Br -10.17619 -3.58238 -11.25498 0.07 0.55 0.83
H -10.47876 -1.24090 -10.58031 0.19 -0.09 0.37
C -7.05460 7.72190 -13.17338 -0.32 -0.45 0.29
Br -5.96605 8.01487 -11.55911 -0.61 -0.40 -0.68
Br -8.83541 6.84112 -12.82876 1.30 0.72 -0.03
Br -6.10724 6.68175 -14.53478 -0.33 0.58 0.61
H -7.25510 8.73412 -13.52454 -0.07 -0.48 -0.20
C -12.36370 2.86943 -11.72982 -0.98 0.25 -0.03
Br -13.31848 1.17003 -12.10462 0.59 1.09 0.24
Br -11.76725 2.92638 -9.84323 -0.57 0.21 -1.26
Br -13.54401 4.47293 -12.35703 1.29 -1.63 0.91
H -11.47314 2.89813 -12.35766 -0.33 0.06 0.16
C -15.17322 5.48627 -7.51729 -0.24 -0.68 -0.17
Br -14.53129 4.85332 -5.77837 -0.24 0.44 -0.68
Br -15.95164 7.21512 -7.54871 -0.22 0.52 0.44
Br -16.50586 4.19846 -8.23708 0.92 0.47 0.22
H -14.32092 5.62045 -8.18339 -0.18 -0.78 0.14
C -7.92602 1.14502 -16.19537 -0.03 0.67 -0.42
Br -7.59582 0.66109 -18.07479 -0.17 -0.07 0.90
Br -8.80535 -0.15808 -15.11248 0.16 -0.39 -0.19
Br -8.99396 2.77521 -16.13680 0.30 -0.07 -0.06
H -6.95927 1.37465 -15.74729 -0.28 -0.12 -0.19
C -17.94846 -1.12875 -10.31724 0.30 -0.81 0.34
Br -17.83806 -2.87270 -11.23772 0.36 0.64 0.54
Br -16.78487 -1.07010 -8.61173 -1.33 -0.02 -1.76
Br -19.84101 -0.78984 -10.06466 0.69 0.25 0.35
H -17.55455 -0.40795 -11.03374 0.01 -0.04 0.52
```
Forces are in eV/Å.

Record 3
Formula: C6H6Br2
Source: the OMol25 dataset
Level of theory: wB97M-V/def2-TZVPD

Output
energy relative to the best compared isomer or geometry (same formula, charge and spin)	67.1	kJ/mol
HOMO	-8.50	eV

Structure (XYZ):
```
14
Properties=species:S:1:pos:R:3:forces:R:3
C -0.29139 -0.75585 -0.47300 -1.98 -1.75 -2.32
C 0.85872 0.07263 -0.01988 2.38 -0.91 -0.19
C -1.64332 -0.20230 0.04136 0.29 1.70 -0.31
C 0.13135 1.26485 0.73398 3.03 -2.24 -1.85
C 2.16729 -0.39834 -0.38365 -3.71 0.29 -0.27
C -1.17131 1.11024 0.62043 0.18 0.13 -0.71
Br 3.71446 0.58560 -0.00547 0.05 -0.02 0.11
Br -0.09901 -2.70839 0.01987 -0.14 0.74 -0.18
H -0.46691 -0.81030 -1.59920 0.97 0.01 1.36
H -2.53362 -0.07176 -0.67755 1.69 -0.48 0.84
H -1.95842 -0.71765 0.90893 -0.72 -1.10 0.68
H 0.74151 2.06667 1.09934 -0.25 0.41 0.23
H 2.34433 -1.37030 -1.07130 -0.66 2.52 1.93
H -1.79368 1.93491 0.80614 -1.13 0.68 0.69
```
Forces are in eV/Å.

Record 4
Formula: C6H6Br2O
Source: the OMol25 dataset
Level of theory: wB97M-V/def2-TZVPD

Output
energy relative to the best compared isomer or geometry (same formula, charge and spin)	279.8	kJ/mol
HOMO	-8.51	eV

Structure (XYZ):
```
15
Properties=species:S:1:pos:R:3:forces:R:3
C 1.11399 1.36930 0.15248 2.66 0.43 1.09
C -0.08244 1.68054 -0.24522 -2.94 1.31 -1.29
C 1.52102 0.00044 0.55939 -1.77 1.29 -0.03
C -1.24411 0.70507 -0.30687 1.16 1.53 0.86
C 0.68360 -0.92043 0.98455 -0.31 0.47 1.48
C -1.16106 -0.49853 -0.83687 -2.17 -0.45 -1.18
O -2.13680 -1.46834 -0.65333 -0.07 3.08 0.65
Br 1.18171 -2.66072 1.43348 0.13 -0.32 0.03
Br 0.11557 -1.04581 -2.11498 0.04 0.08 -0.18
H 1.89403 2.21195 0.22116 -1.15 -1.55 -0.10
H -0.32038 2.76004 -0.45697 0.22 -1.24 0.09
H 2.51185 -0.19664 0.45428 2.80 -0.81 -0.35
H -1.99112 0.99331 0.45227 -0.09 -0.74 -0.67
H -0.35038 -0.65586 1.20497 0.65 -0.70 0.17
H -1.73549 -2.27433 -0.84835 0.85 -2.40 -0.57
```
Forces are in eV/Å.

Record 5
Formula: C6H6Br2O
Source: the OMol25 dataset
Level of theory: wB97M-V/def2-TZVPD

Output
energy relative to the best compared isomer or geometry (same formula, charge and spin)	0.0	kJ/mol
HOMO	-9.02	eV

Structure (XYZ):
```
15
Properties=species:S:1:pos:R:3:forces:R:3
Br 0.40594 2.18161 -1.45751 0.00 0.20 -0.05
Br 0.39406 -4.11204 0.29012 0.00 -0.16 0.04
C -0.13876 -0.00146 0.27687 -0.05 0.13 0.07
C 0.94122 -0.58502 -1.81729 0.05 0.06 -0.12
C -0.14129 -1.34538 0.65005 -0.04 -0.04 0.10
C 0.93869 -1.92892 -1.44411 0.05 -0.09 -0.07
C 0.40248 0.36764 -0.95372 -0.01 -0.62 0.19
C 0.39744 -2.29802 -0.21351 0.00 0.54 -0.15
H -0.55945 0.76047 0.94627 0.21 -0.40 -0.33
H 1.36393 -0.27882 -2.78329 -0.22 -0.16 0.51
H -0.56400 -1.65159 1.61605 0.23 0.17 -0.52
H 1.35938 -2.69084 -2.11352 -0.23 0.41 0.36
O -1.62428 3.49044 2.48678 0.08 1.10 -0.48
H -1.24942 3.76032 1.61793 -0.40 -0.24 0.91
H -1.92588 4.33157 2.89884 0.34 -0.90 -0.48
```
Forces are in eV/Å.

Record 6
Formula: C6H6BrClNO3S
Source: the OMol25 dataset
Level of theory: wB97M-V/def2-TZVPD

Output
energy relative to the best compared isomer or geometry (same formula, charge and spin)	287.0	kJ/mol
net charge	-1
HOMO	-4.29	eV

Structure (XYZ):
```
19
Properties=species:S:1:pos:R:3:forces:R:3
C 1.02406 1.07368 0.75829 1.05 -2.04 0.01
C 1.66735 -0.10611 1.00648 -1.69 1.22 0.79
C 0.92675 -1.42950 1.03765 -0.50 0.36 -2.94
C -0.22514 1.17749 0.01665 0.98 2.17 0.72
C -1.32374 0.51486 0.25171 -1.28 1.67 -2.98
C 0.36423 -1.75828 -0.33306 0.71 -1.17 0.64
N 0.72772 -2.01506 2.12223 0.18 0.42 1.61
O 1.37743 -2.74183 -2.64493 0.00 1.04 1.21
O 2.25770 -0.61493 -1.77737 -5.73 3.02 13.02
O 2.88562 -2.71658 -0.65273 -2.56 1.25 -1.45
S 1.70445 -2.09984 -1.36537 3.24 -2.12 0.62
Cl 3.22591 -0.16025 1.70707 0.51 0.23 0.27
Br -0.40274 -3.60243 -0.29146 -0.47 0.27 0.20
H 1.45557 2.01242 1.04659 0.68 0.22 -0.11
H -0.23141 2.08387 -0.63248 -0.14 -1.03 0.02
H 2.53889 -0.82616 -2.49962 5.57 -2.95 -13.70
H -1.45296 -0.21585 0.95233 -0.23 -1.83 1.61
H -2.09240 0.72709 -0.50453 -0.27 -0.32 0.78
H 0.13662 -2.82499 2.02500 -0.06 -0.41 -0.31
```
Forces are in eV/Å.

Record 7
Formula: C6H6BrFN3
Source: the OMol25 dataset
Level of theory: wB97M-V/def2-TZVPD

Output
energy relative to the best compared isomer or geometry (same formula, charge and spin)	381.5	kJ/mol
net charge	+1
HOMO (spin up / spin down)	-13.58 / -13.58	eV

Structure (XYZ):
```
17
Properties=species:S:1:pos:R:3:forces:R:3
C 1.68727 1.67487 0.21387 -0.57 -0.05 0.41
C 1.88311 0.37117 0.08613 -1.25 -2.53 -1.69
C -0.74899 1.47464 -0.10785 -0.66 2.14 -0.64
C 0.35178 2.20477 0.10967 -0.28 1.05 -0.25
C 0.65361 -0.42878 -0.33840 2.61 -2.85 -0.82
C -1.61791 -0.73186 -0.03156 0.78 -4.35 2.35
N -1.09525 -2.51512 0.93038 0.26 6.23 0.12
N -0.62825 0.09266 -0.15660 -1.32 0.90 0.21
N 0.60702 -1.55569 -0.97456 -1.59 2.44 1.20
F 0.31179 3.56653 0.15131 -0.38 -1.67 -0.05
Br -3.43542 -0.54914 -0.15238 0.91 0.50 -0.01
H 2.37826 2.44822 0.37884 1.39 0.47 0.15
H 2.77615 -0.27457 -0.12641 -0.50 1.35 0.85
H -1.70728 1.91588 -0.38503 0.23 -0.17 0.47
H -0.76621 -2.95567 0.13796 0.01 -1.71 -2.21
H 1.38202 -2.14905 -0.93893 2.10 -0.54 -0.21
H -2.03171 -2.58887 1.20356 -1.75 -1.21 0.11
```
Forces are in eV/Å.

Record 8
Formula: C6H6BrP
Source: the OMol25 dataset
Level of theory: wB97M-V/def2-TZVPD

Output
energy relative to the best compared isomer or geometry (same formula, charge and spin)	0.0	kJ/mol
HOMO	-8.92	eV

Structure (XYZ):
```
14
Properties=species:S:1:pos:R:3:forces:R:3
C 1.63772 0.97125 -0.27902 0.73 0.64 0.04
C 1.07759 -0.15415 0.34106 -2.54 -1.08 1.25
C 1.01953 1.73140 -1.20405 -0.03 1.75 -1.43
C -0.28830 -0.56739 0.22453 0.15 2.99 -4.29
C -1.20970 0.24876 -0.89119 2.98 -2.85 3.63
C -0.91039 -1.62376 1.03615 -2.30 1.60 2.94
P -0.57534 1.42736 -1.90582 0.07 1.10 -0.18
Br -3.04743 -0.19244 -0.93513 0.26 -0.06 -0.19
H 2.62595 1.39886 -0.06336 -0.21 -0.94 0.64
H 1.60906 -0.63026 1.18300 0.00 0.09 -0.74
H 1.58470 2.70410 -1.53351 -1.26 -2.07 0.28
H -0.19434 -1.82993 1.91223 -1.31 -0.25 -1.33
H -1.46699 -2.51188 0.61740 1.23 0.94 0.01
H -1.86205 -0.97192 1.49771 2.23 -1.86 -0.62
```
Forces are in eV/Å.

Record 9
Formula: C6H6Cl2F2O
Source: the OMol25 dataset
Level of theory: wB97M-V/def2-TZVPD

Output
HOMO	-10.45	eV

Structure (XYZ):
```
17
Properties=species:S:1:pos:R:3:forces:R:3
C -3.27829 1.06030 0.80118 0.47 -0.29 0.44
C 2.53480 -1.39723 -1.71538 -0.41 -3.57 0.36
C -2.02361 1.19267 0.46918 2.27 0.25 -1.54
C 2.07748 -0.32387 -1.15716 -0.60 4.52 -0.96
C -0.99402 0.04636 0.61438 0.02 2.27 1.45
C 1.37511 -0.15829 0.16885 2.35 -1.49 1.10
O 0.19731 0.45450 0.03275 -1.42 0.84 -1.01
F -1.44938 -1.04301 0.01758 0.08 -1.03 0.41
F 1.26942 -1.34479 0.83675 -0.32 -0.40 -0.79
Cl -0.65445 -0.10125 2.43602 -0.72 -0.58 -0.71
Cl 2.46491 0.77141 1.29757 -0.01 0.47 -0.28
H -3.96537 1.89024 0.59950 -0.11 -0.88 0.43
H -3.37123 0.10533 1.33020 -1.49 0.50 -0.06
H 2.77115 -1.52318 -2.76359 0.53 0.62 0.10
H 2.47788 -2.39263 -1.17677 0.05 1.32 -0.49
H -1.58009 2.04122 -0.06932 -0.33 -0.20 0.35
H 2.14838 0.72223 -1.72176 -0.34 -2.37 1.20
```
Forces are in eV/Å.

Record 10
Formula: C6H6Cl2OS2
Source: the OMol25 dataset
Level of theory: wB97M-V/def2-TZVPD

Output
HOMO	-7.57	eV

Structure (XYZ):
```
17
Properties=species:S:1:pos:R:3:forces:R:3
C -3.59943 -0.71375 0.53439 1.74 0.43 -1.54
C -2.18810 -1.07577 0.61866 -1.59 3.80 -0.72
C -3.77687 0.40749 -0.20702 -0.95 1.12 -0.68
C -1.42754 -0.00221 0.13320 0.08 -2.60 0.76
C 3.69200 1.54548 -1.02521 1.41 1.10 2.45
C 3.56439 0.37432 -0.45641 -0.66 -0.65 1.02
O 0.66285 -1.30863 0.90067 0.35 -0.69 0.44
S -2.35068 1.18283 -0.62059 0.96 0.76 -0.24
S 0.28886 0.10121 0.08619 1.18 -0.02 0.22
Cl 3.48480 0.16207 1.28215 0.64 0.36 -0.09
Cl 3.22715 -1.11052 -1.23329 0.02 -0.08 -0.56
H -4.42961 -1.27401 0.80371 -1.11 -1.26 0.71
H -1.83151 -1.92689 1.07255 0.91 -1.56 0.92
H -4.56152 0.97070 -0.73046 -0.54 -0.96 1.00
H 3.56779 1.64004 -2.04116 -0.08 0.23 -2.16
H 1.57292 -1.37602 1.30860 -1.39 0.95 -0.86
H 4.10450 2.40365 -0.42597 -0.97 -0.92 -0.68
```
Forces are in eV/Å.

Record 11
Formula: C6H6ClF2N2O2
Source: the OMol25 dataset
Level of theory: wB97M-V/def2-TZVPD

Output
energy relative to the best compared isomer or geometry (same formula, charge and spin)	0.0	kJ/mol
net charge	+1
HOMO	-15.09	eV

Structure (XYZ):
```
19
Properties=species:S:1:pos:R:3:forces:R:3
C 1.35792 0.95651 1.06079 -0.96 0.03 1.69
C 2.80841 -0.66580 0.42357 0.27 -0.20 0.39
C -1.10885 0.94813 0.18062 -0.06 -1.00 -0.33
C 0.62555 -0.83087 -0.58377 -2.20 0.17 -0.25
C 0.44648 0.62273 -0.06146 -1.28 0.62 -0.81
C -3.23840 0.02156 -0.18390 1.06 1.48 -0.45
N 2.43434 0.27010 1.28093 0.37 2.08 0.71
N 1.96356 -1.24508 -0.36383 1.83 -2.27 -0.35
O -1.51999 1.80977 0.90602 0.66 -0.76 -0.59
O -1.84180 0.04562 -0.53279 1.98 1.45 0.65
F 4.05080 -1.09506 0.45822 -1.69 0.46 -0.07
F 0.38595 -0.83122 -1.91022 0.48 0.01 -0.92
Cl 1.01641 1.88053 -1.28118 -0.18 -0.77 0.46
H 0.96657 1.76236 1.79951 1.07 -1.33 -1.24
H -0.14022 -1.60413 -0.25516 1.10 1.15 0.70
H -3.64985 1.00932 -0.32604 -0.43 0.08 -0.49
H -3.19603 -0.11993 0.84627 -0.85 -0.86 1.81
H -3.61132 -0.75019 -0.79309 -0.95 -0.77 -0.37
H 2.25047 -2.18434 -0.66448 -0.22 0.44 -0.53
```
Forces are in eV/Å.

Record 12
Formula: C6H6F2
Source: the OMol25 dataset
Level of theory: wB97M-V/def2-TZVPD

Output
energy relative to the best compared isomer or geometry (same formula, charge and spin)	26.4	kJ/mol
HOMO	-9.03	eV

Structure (XYZ):
```
14
Properties=species:S:1:pos:R:3:forces:R:3
C 0.41254 -0.48408 -0.00624 -0.03 -0.54 0.56
C -0.90263 -1.24548 0.02803 0.09 -0.75 -0.26
C -1.95991 -0.19782 -0.07519 0.99 2.26 0.12
C -1.42417 1.06173 0.05518 -0.06 -2.13 -0.19
C 0.06260 0.94781 0.04114 -2.05 0.39 -0.71
C 0.97592 1.86133 -0.09361 1.28 1.39 -0.13
H -0.97933 -1.96139 -0.79168 0.20 -0.12 0.09
H -0.92681 -1.78507 0.98270 -0.25 -0.04 -0.22
H -2.97464 -0.43430 -0.35269 -0.21 0.05 0.45
H -1.97171 1.99183 0.13025 0.08 -0.04 -0.27
H 0.76581 2.91940 -0.15538 -0.12 0.05 0.16
H 2.01728 1.57397 -0.17698 -0.01 0.01 -0.05
F 1.13742 -0.69560 1.14551 0.39 -0.82 -0.16
F 1.20517 -0.85611 -1.07130 -0.29 0.29 0.61
```
Forces are in eV/Å.